9
Properties=species:S:1:pos:R:3:lowdin_charge:R:1 method="wB97M-V/def2-TZVPD" total_energy_ha=-842.420374 lumo_ev="3.994 / 3.994" charge=-1 gap_ev="7.775 / 7.775" e_above_lowest_kcal_mol=60.6 e_homo_ev="-3.781 / -3.781"
C -2.4896 1.0973 0.3789 -0.140
N -0.4056 -1.1294 -1.5307 -0.180
O -0.0481 -1.2809 1.0208 -0.512
O -2.2340 -2.2112 0.3085 -0.515
F -3.7563 0.6684 0.4680 -0.057
F -2.3760 1.2499 -1.0289 -0.171
S -1.2203 -1.1082 0.1480 0.581
H 0.2281 -0.2886 -1.4437 0.023
H -1.0532 -0.6799 -2.1542 -0.030